Entry 1:
The following is a quantum chemistry calculation of a structure of composition C31H17AlAsCl4N2O10, from the Open Molecules 2025 dataset.

Output
Frontier orbital gap ... 0.26598 Eh
Total charge ... -1
E_tot ... -173408.068 eV
Highest occupied orbital energy ... -5.29 eV
Relative energy (zero: lowest compared OMol25 entry of this formula, charge and spin) ... 3.5 kcal/mol
Multiplicity ... 1

Last column: Löwdin charge in e.
Cartesian coordinates (Å):
Al1 -0.241 -0.047 -0.071  -0.097
O1 -3.467 -2.245 0.241  0.077
C1 -2.503 -1.692 -0.246  -0.504
O2 -1.869 -0.698 0.293  0.076
C2 -2.056 -2.073 -1.652  -0.009
C3 -2.928 -2.819 -2.407  0.075
C4 -2.647 -3.109 -3.740  -0.139
C5 -1.526 -2.595 -4.352  0.074
C6 -0.657 -1.832 -3.604  -0.050
C7 -0.818 -1.632 -2.210  -0.212
O3 0.140 -1.140 -1.499  0.050
N1 0.443 -1.194 -4.321  -0.321
O4 0.810 -0.093 -3.946  0.073
O5 0.876 -1.750 -5.318  0.071
N2 -3.571 -3.921 -4.521  -0.364
O6 -4.573 -4.337 -3.970  0.066
O7 -3.295 -4.143 -5.688  0.052
H1 -3.846 -3.166 -1.953  0.132
H2 -1.335 -2.764 -5.401  0.130
Cl1 4.490 2.610 3.816  0.628
C8 3.347 1.521 3.103  -0.713
C9 3.104 0.280 3.671  -0.709
Cl2 3.943 -0.193 5.109  0.633
C10 2.174 -0.600 3.090  -0.607
Cl3 1.859 -2.158 3.767  0.688
C11 1.488 -0.228 1.946  -0.326
O8 0.591 -0.943 1.306  0.021
C12 1.734 1.047 1.381  -0.315
O9 0.998 1.299 0.307  -0.107
C13 2.653 1.903 1.943  -0.593
Cl4 2.938 3.431 1.172  0.705
O10 -0.976 1.292 -1.167  -0.278
As1 -0.123 2.605 -1.766  1.332
C14 1.738 2.517 -2.241  -0.291
C15 2.488 1.351 -2.173  -0.085
C16 3.826 1.384 -2.528  -0.051
C17 4.415 2.570 -2.948  -0.077
C18 3.661 3.730 -3.023  -0.083
C19 2.318 3.704 -2.675  -0.112
C20 -0.410 4.086 -0.567  -0.276
C21 -0.664 3.832 0.775  -0.080
C22 -0.849 4.888 1.654  -0.066
C23 -0.780 6.196 1.195  -0.083
C24 -0.551 6.450 -0.151  -0.084
C25 -0.372 5.396 -1.034  -0.101
C26 -1.080 3.124 -3.349  -0.284
C27 -0.489 3.278 -4.595  -0.083
C28 -1.268 3.655 -5.681  -0.079
C29 -2.629 3.866 -5.520  -0.085
C30 -3.222 3.697 -4.274  -0.076
C31 -2.449 3.325 -3.186  -0.084
H3 2.037 0.423 -1.853  0.095
H4 4.411 0.475 -2.473  0.112
H5 5.463 2.588 -3.221  0.102
H6 4.113 4.659 -3.346  0.101
H7 1.739 4.616 -2.729  0.093
H8 -0.706 2.810 1.126  0.106
H9 -1.035 4.687 2.701  0.109
H10 -0.908 7.020 1.885  0.101
H11 -0.523 7.469 -0.516  0.101
H12 -0.245 5.600 -2.090  0.098
H13 0.568 3.080 -4.724  0.103
H14 -0.811 3.771 -6.655  0.103
H15 -3.235 4.149 -6.372  0.101
H16 -4.286 3.849 -4.151  0.104
H17 -2.903 3.179 -2.214  0.113



Entry 2:
The following is a quantum chemistry calculation of a structure of composition C33H46BIrN7S3 in a non-equilibrium geometry, from the Open Molecules 2025 dataset.

Output
Frontier orbital gap (spin up / spin down) ... 0.18338 / 0.17709 Eh
Total charge ... +4
E_tot ... -81381.353 eV
Highest occupied orbital energy (spin up / spin down) ... -20.09 / -20.08 eV
Relative energy (zero: lowest compared OMol25 entry of this formula, charge and spin) ... 16.7 kcal/mol
Multiplicity ... 2

Last column: Löwdin charge in e.
Cartesian coordinates (Å):
Ir1 -0.140 0.095 0.464  0.792
C1 4.719 -2.008 0.043  0.000
C2 3.392 -2.575 -0.341  -0.181
C3 3.208 -3.912 -0.644  0.131
C4 1.935 -4.428 -0.925  -0.106
N1 0.886 -3.586 -1.095  0.246
N2 1.052 -2.328 -0.855  0.001
B1 -0.095 -1.305 -1.176  -0.660
N3 0.367 -0.560 -2.493  -0.023
N4 0.853 -1.332 -3.447  0.225
C5 1.221 -0.751 -4.591  -0.128
C6 1.036 0.641 -4.782  0.135
C7 0.572 1.450 -3.768  -0.182
C8 0.400 2.934 -3.890  0.002
C9 0.274 0.760 -2.580  -0.476
S1 -0.275 1.513 -1.096  0.884
C10 1.819 -1.608 -5.676  -0.541
C11 0.909 -1.514 -6.917  -0.005
C12 3.221 -1.061 -6.005  -0.008
C13 1.936 -3.065 -5.225  -0.042
N5 -1.506 -1.937 -1.382  0.002
N6 -1.582 -2.863 -2.311  0.208
C14 -2.781 -3.385 -2.604  -0.134
C15 -3.932 -2.906 -1.961  0.132
C16 -3.861 -1.947 -0.969  -0.196
C17 -5.071 -1.440 -0.249  -0.014
C18 -2.565 -1.486 -0.680  -0.499
S2 -2.317 -0.391 0.638  0.865
C19 -2.859 -4.500 -3.614  -0.534
C20 -3.906 -4.141 -4.686  -0.013
C21 -3.320 -5.764 -2.853  -0.002
C22 -1.512 -4.753 -4.294  -0.038
C23 2.211 -1.794 -0.374  -0.508
S3 2.150 -0.215 0.272  0.952
C24 1.689 -5.896 -1.123  -0.524
C25 1.999 -6.186 -2.615  0.010
C26 0.235 -6.268 -0.792  -0.025
C27 2.631 -6.720 -0.228  -0.020
H1 5.456 -2.798 0.156  0.113
H2 4.668 -1.447 0.977  0.099
H3 5.070 -1.319 -0.730  0.121
H4 4.055 -4.585 -0.613  0.151
H5 1.297 1.079 -5.738  0.152
H6 0.835 3.299 -4.817  0.111
H7 0.871 3.465 -3.061  0.101
H8 -0.661 3.195 -3.895  0.118
H9 0.947 -0.528 -7.383  0.096
H10 -0.131 -1.743 -6.677  0.094
H11 1.253 -2.232 -7.661  0.110
H12 3.201 -0.023 -6.338  0.092
H13 3.644 -1.650 -6.818  0.113
H14 3.892 -1.138 -5.147  0.096
H15 0.972 -3.475 -4.923  0.057
H16 2.625 -3.164 -4.383  0.080
H17 2.322 -3.661 -6.050  0.110
H18 -4.899 -3.299 -2.249  0.150
H19 -5.965 -1.954 -0.593  0.110
H20 -5.207 -0.369 -0.419  0.110
H21 -4.983 -1.591 0.829  0.103
H22 -4.922 -4.104 -4.294  0.091
H23 -3.891 -4.915 -5.453  0.111
H24 -3.679 -3.186 -5.165  0.099
H25 -4.333 -5.655 -2.462  0.097
H26 -2.657 -6.003 -2.019  0.081
H27 -3.321 -6.606 -3.543  0.110
H28 -1.309 -3.988 -5.045  0.082
H29 -1.545 -5.717 -4.798  0.109
H30 -0.684 -4.765 -3.584  0.048
H31 1.488 -5.491 -3.285  0.066
H32 1.669 -7.197 -2.847  0.113
H33 3.070 -6.127 -2.812  0.102
H34 -0.483 -5.561 -1.207  0.048
H35 0.086 -6.311 0.288  0.101
H36 0.019 -7.253 -1.201  0.108
H37 3.665 -6.705 -0.572  0.093
H38 2.308 -7.759 -0.252  0.113
H39 2.597 -6.388 0.811  0.105
C28 0.095 0.825 6.854  0.006
C29 0.013 0.627 5.377  -0.195
C30 -0.141 -0.638 4.805  0.031
C31 -0.193 -0.781 3.439  -0.122
N7 -0.100 0.278 2.605  -0.194
C32 0.041 1.512 3.140  -0.100
C33 0.093 1.711 4.497  0.034
H40 -0.001 -0.108 7.401  0.098
H41 -0.683 1.517 7.185  0.115
H42 1.048 1.292 7.111  0.116
H43 -0.226 -1.517 5.431  0.140
H44 -0.316 -1.758 2.988  0.115
H45 0.107 2.348 2.454  0.123
H46 0.198 2.721 4.872  0.148



Entry 3:
The following is a quantum chemistry calculation of a cluster of 2 separate species, H3NO2S2 in total in a non-equilibrium geometry, from the Open Molecules 2025 dataset.

Output
Frontier orbital gap ... 0.23963 Eh
Total charge ... 0
E_tot ... -27300.838 eV
Highest occupied orbital energy ... -8.69 eV
Relative energy (zero: lowest compared OMol25 entry of this formula, charge and spin) ... 37.1 kcal/mol
Multiplicity ... 1

Last column: Löwdin charge in e.
Cartesian coordinates (Å):
N1 0.040 0.242 0.200  -0.103
O1 -2.205 -1.112 0.069  -0.641
O2 -0.380 1.082 1.162  -0.316
S1 -4.420 0.485 -0.600  0.238
S2 -3.291 -0.327 0.713  0.460
H1 0.855 -0.307 0.526  0.150
H2 0.300 0.771 -0.652  0.150
H3 -0.766 -0.438 -0.028  0.062